(1)
Here is a molecular structure, C19H11Cl3N4O2PdSeSi at a distorted geometry from the OMol25 dataset. Energies are from the ωB97M-V functional and the def2-TZVPD basis.

```
42
Properties=species:S:1:pos:R:3:forces:R:3
Pd -1.8690 -1.0234 -1.0159 3.18 1.66 0.23
Se 4.3302 -1.7275 3.6199 -0.32 -0.05 -0.21
N 4.1249 -1.8133 1.8820 0.20 -0.06 -1.22
C 2.8461 -1.8764 1.5833 0.33 0.06 1.42
C 2.3068 -1.9211 0.2546 -0.53 -0.02 -0.78
C 3.1057 -1.9657 -0.8953 -0.35 0.04 0.04
C 2.4954 -1.9358 -2.1318 -0.12 0.00 0.18
C 1.1064 -1.8376 -2.1949 0.23 -0.03 -0.49
N 0.3463 -1.8268 -1.1140 -1.71 0.65 -0.35
C 0.9050 -1.8813 0.1022 0.58 0.01 0.52
C 0.0241 -1.8934 1.2600 0.65 0.02 0.49
N -1.2989 -1.9064 1.0510 -0.99 0.28 -1.09
C -2.1404 -1.9684 2.0688 -0.46 -0.11 0.25
C -1.7052 -2.0030 3.3936 0.25 -0.01 -0.18
C -0.3508 -1.9504 3.6495 -0.10 0.00 -0.27
C 0.5438 -1.9076 2.5722 -0.86 0.01 -0.46
C 1.9703 -1.8581 2.7304 1.42 0.03 0.01
N 2.5971 -1.7829 3.8820 -1.04 -0.03 0.57
H 4.1791 -2.0139 -0.7882 0.08 0.01 0.00
H 3.0731 -1.9729 -3.0411 0.00 0.01 -0.10
H 0.5973 -1.7677 -3.1483 0.11 0.03 0.01
H -3.1984 -1.9999 1.8376 0.07 0.09 -0.04
H -2.4298 -2.0618 4.1912 -0.05 0.01 0.00
H 0.0386 -1.9454 4.6570 0.03 -0.02 0.07
O -0.5910 0.7632 -0.1566 -0.86 -1.38 0.19
C -0.8844 1.4566 -1.1561 1.22 3.01 1.97
O -1.4033 0.9612 -2.1777 -1.34 -2.67 -0.91
C -0.6360 2.9360 -1.0939 -0.39 -1.24 -0.28
C -1.4927 3.7751 -1.7960 -0.03 0.83 -0.35
C -1.2901 5.1517 -1.7458 -0.30 -0.50 -0.22
C -0.2650 5.6783 -0.9736 -0.14 0.07 -0.21
C 0.5884 4.8365 -0.2777 0.03 -0.84 0.36
C 0.3924 3.4582 -0.3137 0.46 0.56 0.08
H -2.2974 3.3593 -2.3826 -0.06 -0.01 -0.07
H -1.9248 5.8000 -2.3315 -0.10 0.07 0.11
H -0.1362 6.7489 -0.9093 0.07 0.05 -0.07
H 1.3938 5.2462 0.3129 0.01 0.02 0.07
H 1.0189 2.8065 0.2762 0.12 -0.09 -0.08
Cl -3.9395 -0.1709 -0.3588 1.15 -0.75 -0.77
Si -2.7896 -2.2966 -2.8405 -1.71 0.13 1.79
Cl -3.6609 -1.8224 -4.5666 0.75 -0.06 0.46
Cl -3.6798 -3.8489 -1.9139 0.51 0.22 -0.64
```
Forces are in eV/Å.

2S+1 = 1
LUMO = -10.79 eV
charge = +2
calculated total energy = -5298.96238 Ha
highest occupied orbital energy = -0.5337 Ha

Results of the Mulliken charge analysis, in e, for atoms 1 through 4: atom 1 (Pd): 0.1738, atom 2 (Se): 0.4220, atom 3 (N): -0.8287, atom 4 (C): 0.7422

---

(2)
Here is a molecular structure, C19H11F3N4NiO2S3Se at a distorted geometry from the OMol25 dataset. Energies are from the ωB97M-V functional and the def2-TZVPD basis.

```
44
Properties=species:S:1:pos:R:3:forces:R:3
Ni -0.7122 0.4845 0.7575 1.41 0.65 0.56
F 4.0004 0.2976 3.2046 -0.01 -0.01 0.06
C 3.1291 0.8718 4.0480 0.00 0.04 0.03
F 2.5389 -0.1080 4.7525 0.09 0.04 -0.03
F 3.8477 1.6084 4.9195 0.02 -0.12 -0.01
C 2.1262 1.7258 3.3285 -0.06 0.03 -0.05
C 2.0047 3.0657 3.6347 0.00 -0.02 -0.01
C 1.0523 3.8463 2.9883 0.03 0.12 0.02
C 0.2462 3.2401 2.0527 -0.02 0.00 -0.08
N 0.3678 1.9495 1.7435 0.03 0.04 0.02
C 1.2792 1.1687 2.3535 0.04 0.06 -0.01
S 1.2059 -0.4735 1.8230 -0.18 -0.05 -0.16
H 2.6496 3.5024 4.3851 -0.01 -0.01 -0.01
H 0.9389 4.8978 3.2125 0.00 -0.06 0.00
H -0.5270 3.7904 1.5295 -0.03 -0.05 0.00
Se -0.6336 2.3721 -2.0155 -0.42 0.30 0.32
N -0.1092 0.9041 -1.1676 0.05 -0.35 0.11
C 0.5946 0.1734 -2.0302 -0.15 0.09 0.02
C 1.1695 -1.1004 -1.7637 0.08 -0.14 -0.11
C 1.8329 -1.7265 -2.7697 -0.06 0.03 0.16
C 1.9677 -1.1429 -4.0698 -0.01 0.06 -0.11
C 1.4405 0.0712 -4.3592 0.06 -0.10 -0.09
C 0.7311 0.7667 -3.3373 -0.20 0.05 0.06
N 0.1382 1.9426 -3.5050 0.38 -0.21 -0.24
H 1.0796 -1.5357 -0.7791 -0.02 0.00 0.01
H 2.2790 -2.6956 -2.5836 -0.01 0.02 -0.03
H 2.4978 -1.6928 -4.8372 0.01 0.01 0.04
H 1.5260 0.5188 -5.3406 -0.01 0.00 0.05
O -4.8234 -0.8422 -2.3394 -0.03 0.01 0.10
S -3.4884 -0.4326 -2.0343 0.08 -0.01 -0.01
O -2.6266 -0.0563 -3.1216 0.09 0.16 0.09
N -3.4845 0.7421 -0.8612 0.26 -0.26 0.28
C -2.9173 0.3187 0.2410 -1.31 -0.04 -0.56
S -2.7219 1.2304 1.6806 0.10 -0.10 -0.34
C -2.3995 -1.0956 0.1852 -0.34 -0.28 -0.08
C -1.7960 -1.8522 1.1802 -0.14 -0.18 -0.07
C -1.3855 -3.1476 0.8613 0.03 -0.02 0.03
C -1.6276 -3.6835 -0.3925 0.02 -0.04 0.00
C -2.2996 -2.9475 -1.3709 -0.04 -0.01 -0.10
C -2.6628 -1.6637 -1.0562 0.17 0.18 0.00
H -1.6924 -1.4786 2.1856 0.08 0.12 0.12
H -0.8897 -3.7437 1.6158 -0.02 0.00 0.00
H -1.3104 -4.6955 -0.6115 -0.02 0.02 0.01
H -2.5362 -3.3751 -2.3371 0.05 0.02 0.02
```
Forces are in eV/Å.

2S+1 = 3
LUMO (alpha / beta) = -1.41 / -1.45 eV
calculated total energy = -6504.07470 Ha
expectation value of S² = 2.010
highest occupied orbital energy (alpha / beta) = -0.3154 / -0.3125 Ha

Results of the Mulliken charge analysis, in e, for atoms 1 through 4: atom 1 (Ni): -0.2457, atom 2 (F): -0.2218, atom 3 (C): 0.6112, atom 4 (F): -0.2212

---

(3)
Here is a molecular structure, C19H11N3O10RuS at a distorted geometry from the OMol25 dataset. Energies are from the ωB97M-V functional and the def2-TZVPD basis.

```
45
Properties=species:S:1:pos:R:3:forces:R:3
Ru -0.0358 -0.0392 -0.0249 0.08 1.35 1.07
S -0.7542 -1.9055 1.2757 0.54 0.72 -0.15
C 0.9461 -1.7632 1.7060 -0.47 0.11 -0.74
C 1.6192 -2.4465 2.6903 1.18 -0.08 0.36
C 2.9886 -2.2039 2.8312 -0.85 0.16 -0.36
C 3.6021 -1.2558 2.0122 0.09 -0.26 0.21
C 2.8551 -0.5858 1.0693 -0.59 0.02 -0.30
N 1.5503 -0.8537 0.8972 0.85 -0.57 1.50
H 1.0966 -3.1457 3.3248 -0.04 -0.04 -0.02
H 3.5535 -2.7501 3.5682 0.13 -0.01 0.14
H 4.6536 -1.0394 2.1163 0.07 0.05 -0.03
H 3.2745 0.1682 0.4154 -0.04 0.03 0.03
O 1.4938 2.8652 -2.3735 0.01 0.02 -0.12
C 0.6927 2.0116 -2.0489 -0.52 0.65 -0.43
O 1.0242 0.9054 -1.4813 0.33 -0.96 1.05
C -0.7783 2.1964 -2.3831 -0.22 -0.12 0.26
C -1.0759 3.1950 -3.2872 -0.56 0.11 -0.24
C -2.3897 3.4172 -3.7124 0.32 -1.40 1.37
C -3.4434 2.6518 -3.1729 0.38 0.17 -0.12
C -3.1546 1.6795 -2.2499 1.05 0.59 -0.41
C -1.8236 1.3935 -1.8232 0.30 0.44 -0.05
O -1.6456 0.4646 -0.9409 -1.73 0.24 -0.85
N -4.2317 0.9062 -1.6591 -0.51 -0.16 0.18
O -4.7103 1.3234 -0.6200 0.11 -0.27 -0.33
O -4.5938 -0.0877 -2.2639 0.01 0.18 0.28
N -2.6660 4.3898 -4.6907 -0.55 1.31 -1.34
O -1.7256 5.0319 -5.1729 -0.99 -0.53 0.40
O -3.8515 4.5455 -5.0280 1.16 0.03 0.17
H -0.2728 3.8079 -3.6715 0.02 -0.08 0.01
H -4.4543 2.8531 -3.4914 -0.08 -0.06 0.02
O 0.7918 2.7810 5.2310 0.19 -0.17 0.10
C -0.1376 3.4626 4.5456 -0.36 0.16 -0.39
C -0.7127 4.6019 5.1199 0.23 -0.22 0.09
C -1.6726 5.3242 4.4417 0.04 -0.06 -0.02
C -2.0865 4.9354 3.1750 -0.09 0.02 -0.13
C -1.5308 3.8137 2.5929 0.01 0.14 0.23
C -0.5627 3.0734 3.2637 0.16 -0.30 -0.09
C 0.0055 1.8471 2.5978 0.33 0.17 0.83
O 0.8440 1.1472 3.1843 0.19 -0.07 0.21
O -0.4558 1.6418 1.4413 0.07 -1.65 -2.44
H 1.0555 2.0100 4.6640 -0.17 0.14 -0.07
H -0.3856 4.8932 6.1057 0.05 0.05 0.14
H -2.1069 6.1991 4.9039 -0.02 0.08 0.07
H -2.8396 5.4970 2.6454 -0.09 0.10 -0.04
H -1.8386 3.4845 1.6120 0.00 -0.02 -0.03
```
Forces are in eV/Å.

2S+1 = 2
LUMO (alpha / beta) = 0.86 / 1.18 eV
charge = -1
calculated total energy = -2140.36938 Ha
expectation value of S² = 1.113
highest occupied orbital energy (alpha / beta) = -0.2234 / -0.2182 Ha

Results of the Mulliken charge analysis, in e, for atoms 1 through 4: atom 1 (Ru): 0.6488, atom 2 (S): -0.3871, atom 3 (C): 0.5449, atom 4 (C): -0.6736